1.
13
Properties=species:S:1:pos:R:3:nbo_charge:R:1 method="wB97M-V/def2-TZVPD" e_lumo_ev=0.950 gap_ev=10.6254 smiles=COC.N e_tot_ev=-5756.097
H 1.517 2.037 0.204 0.2017
H 1.042 -1.796 1.030 0.2027
C 0.410 -0.863 1.113 -0.2479
H -1.328 -1.053 -2.912 0.3614
H -0.480 -0.809 0.515 0.1707
H -0.352 -0.722 -1.491 0.3679
H 0.099 -0.621 2.138 0.1568
H -0.170 1.567 0.085 0.1421
O 1.275 0.158 0.737 -0.5520
N -1.315 -0.972 -1.876 -1.0797
H -1.850 -0.064 -1.841 0.3501
C 0.771 1.470 0.686 -0.2421
H 0.382 1.667 1.612 0.1683

=====

2.
13
Properties=species:S:1:pos:R:3:nbo_charge:R:1 method="wB97M-V/def2-TZVPD" e_lumo_ev=1.055 gap_ev=11.3554 smiles=[H][H].C1CO1.N e_tot_ev=-5754.886
H -1.839 -3.420 -0.421 0.1719
H 3.414 2.643 -1.175 0.3528
H -1.210 0.865 4.744 -0.0031
C -1.121 -2.671 -0.096 -0.1135
H -2.231 -1.327 -1.375 0.1842
H 2.457 2.651 -2.411 0.3482
H 2.506 3.970 -1.523 0.3548
N 2.495 2.957 -1.447 -1.0554
C -1.452 -1.331 -0.623 -0.1281
H -0.099 -2.984 0.075 0.1808
H -0.616 -0.654 -0.729 0.1863
H -0.698 0.964 4.215 0.0029
O -1.606 -1.664 0.767 -0.4818

=====

3.
13
Properties=species:S:1:pos:R:3:mulliken_spin:R:1 method="wB97M-V/def2-TZVPD" e_lumo_ev="-4.074 / -10.414" s_squared=0.7554 gap_ev="9.9818 / 3.6420" spin_multiplicity=2 total_charge=+1 e_tot_ev=-5746.110
H -1.437 1.143 -1.613 0.0063
C -1.115 -0.857 -1.679 0.0589
H 0.018 0.835 -1.804 -0.0009
H 2.795 1.212 4.745 0.0000
O -2.473 -1.282 -2.058 0.2784
H -2.572 -0.713 -2.855 -0.0066
N -0.875 0.458 -2.162 0.4779
C 3.842 1.369 5.114 0.0000
H 4.070 2.414 4.893 0.0000
H 3.979 0.741 6.002 0.0000
H -1.013 -0.768 -0.586 0.1175
H -0.502 -1.697 -2.041 0.0684
H 4.490 0.980 4.281 0.0000

=====

4.
14
Properties=species:S:1:pos:R:3:nbo_charge:R:1 method="wB97M-V/def2-TZVPD" e_lumo_ev=0.755 gap_ev=8.9226 smiles="C=CN.O.O" e_tot_ev=-7803.530
H -0.867 0.089 2.585 0.4678
H 1.379 0.341 -3.339 0.3894
H -4.415 -1.124 1.560 0.4680
O -4.352 -2.063 1.772 -0.9292
N 1.894 0.985 -2.773 -0.8545
C 2.110 -0.388 -0.671 -0.5153
H -4.703 -2.035 2.671 0.4610
H 2.524 -0.384 0.411 0.2047
O -1.578 0.616 2.159 -0.9312
H -1.213 1.502 2.295 0.4636
H 3.290 1.217 -1.259 0.1747
H 1.557 -1.287 -0.914 0.1925
C 2.498 0.521 -1.599 0.0084
H 1.876 2.008 -2.899 0.4002